{"formula": "C22H66O22", "method": "ωB97M-V/def2-TZVPD", "homo_lumo_gap_ev": [1.99, 9.36], "total_energy_ev": -68918.6802, "max_force_ha_per_bohr": 0.0698, "homo_energy_ha": [0.0012, -0.2711], "charge": -1, "spin_multiplicity": 2, "e_above_lowest_kj_mol": 445.0, "e_lumo_ev": [2.022, 1.986], "species": ["O", "O", "H", "H", "H", "H", "H", "C", "H", "H", "H", "C", "H", "O", "H", "H", "C", "O", "H", "H", "C", "H", "O", "H", "O", "C", "O", "H", "H", "H", "H", "H", "O", "H", "H", "H", "O", "H", "C", "H", "H", "H", "H", "H", "C", "O", "H", "H", "C", "H", "H", "H", "O", "C", "H", "C", "O", "C", "O", "H", "H", "C", "H", "H", "C", "O", "H", "O", "H", "H", "C", "C", "H", "O", "H", "H", "H", "H", "H", "O", "O", "H", "H", "O", "H", "C", "C", "H", "H", "H", "C", "H", "H", "H", "H", "C", "H", "C", "H", "H", "H", "O", "O", "H", "H", "H", "O", "C", "C", "H"], "xyz": [[-1.347, 0.421, -0.534], [0.843, 3.524, 0.010], [-5.760, 1.016, -0.853], [-2.171, -1.183, -2.885], [4.948, 0.749, -1.655], [-1.292, -0.712, -5.084], [-0.947, -3.455, -2.305], [-3.250, -0.667, -5.955], [3.075, 2.046, -1.988], [-4.708, 0.165, 0.356], [3.610, 4.583, -2.691], [-1.103, 1.886, 4.581], [4.039, 4.340, -1.134], [-2.042, 1.297, 5.521], [-3.248, 1.263, -5.321], [-3.413, 2.208, 0.997], [-4.784, 0.974, -0.369], [1.265, -0.421, -0.144], [0.834, 0.904, 1.277], [-4.261, -1.028, -5.769], [0.771, 5.822, -0.813], [0.197, 2.983, -2.286], [0.042, 6.526, -1.798], [-0.698, -3.953, 1.675], [0.870, -4.316, 5.397], [0.170, 3.218, -4.698], [5.530, 4.363, -2.446], [1.171, -0.675, -3.727], [1.171, 6.529, -0.087], [-0.714, -1.685, -1.996], [-0.551, 0.720, -0.979], [-2.918, -4.258, 0.681], [4.906, 1.638, -1.296], [4.408, 2.082, -3.222], [5.619, 5.318, -2.416], [-0.056, 1.704, 4.821], [0.456, -2.914, -0.911], [2.759, -5.327, 3.196], [-1.112, -4.811, 1.146], [1.496, -3.400, -3.180], [0.100, -3.729, 7.121], [2.101, -3.140, 1.379], [-0.112, 5.118, 0.864], [-2.479, 3.175, 3.635], [-0.364, -5.994, 1.767], [-0.355, -7.048, 0.870], [1.431, 0.437, -0.539], [-0.773, -3.342, 5.642], [0.208, -3.316, 6.118], [-2.980, 0.602, -1.114], [-0.196, -7.859, 1.360], [1.206, 3.534, -4.575], [0.928, -1.489, 4.708], [0.702, -1.896, 6.027], [0.853, -2.069, -0.686], [-1.003, -0.089, 0.764], [4.548, -4.780, 3.032], [-2.250, -1.198, -4.897], [-3.472, 0.742, -6.096], [-1.308, -1.124, 0.921], [0.773, -0.721, 1.878], [0.848, -2.525, -3.233], [0.320, -2.573, -4.185], [-1.046, -4.763, 0.059], [4.090, 2.369, -2.220], [-2.542, -4.888, 1.300], [1.878, -1.414, 4.594], [-3.848, 0.861, -1.433], [-2.061, -2.265, -5.018], [-1.027, 4.548, -0.398], [3.052, -3.584, 1.676], [-0.232, -2.657, -2.107], [0.057, 3.009, -5.762], [-2.804, -1.084, -3.599], [-2.386, 0.546, 5.033], [-1.458, 0.581, 1.493], [-3.139, -1.246, -6.872], [1.676, 5.315, -1.151], [-0.706, -6.269, 2.765], [0.437, 2.074, -2.480], [3.531, -4.239, 0.518], [1.350, 3.523, 0.825], [1.660, -1.971, 6.542], [1.630, -1.300, -3.160], [0.713, -4.168, 4.461], [4.290, 3.950, -2.120], [0.516, -0.105, 1.016], [-3.917, 3.450, -0.901], [-0.003, 5.021, -4.053], [4.921, -4.755, 3.917], [-4.392, 2.199, 0.518], [-1.873, 3.660, 5.830], [3.737, -2.739, 1.740], [-0.684, 3.372, 3.316], [3.122, -3.785, 3.914], [0.084, 1.924, -3.850], [-0.927, 1.516, -3.882], [0.019, 4.697, -0.133], [-1.174, 1.184, 3.750], [0.714, -5.833, 1.769], [0.520, 7.355, -1.722], [-1.331, 4.125, 5.189], [-0.594, 4.280, -4.205], [2.864, -4.919, 0.400], [-0.077, -1.380, 6.589], [-5.088, 2.202, 1.357], [-4.581, 3.368, -0.213], [-1.477, 3.260, 4.056], [3.218, -4.359, 2.992], [0.755, 1.148, -4.218]], "lowdin_spin": [0.006, 0.137, 0.000, 0.000, 0.002, 0.000, 0.000, 0.000, 0.003, 0.001, 0.006, 0.032, 0.014, 0.006, 0.000, 0.003, 0.002, 0.022, 0.030, 0.000, 0.057, 0.007, 0.018, 0.002, 0.002, 0.008, 0.013, 0.000, 0.030, 0.000, 0.002, 0.000, 0.020, 0.002, 0.007, 0.017, 0.001, 0.000, 0.002, 0.000, 0.001, 0.001, 0.026, 0.002, 0.001, 0.000, 0.006, 0.003, 0.007, 0.000, 0.000, 0.003, 0.033, 0.014, 0.000, 0.012, 0.003, 0.000, 0.000, 0.001, 0.003, 0.001, 0.000, 0.000, 0.015, 0.002, 0.014, 0.001, 0.000, 0.005, 0.004, 0.001, 0.001, 0.000, 0.006, 0.004, 0.000, 0.005, 0.000, 0.012, 0.001, 0.100, 0.003, 0.002, 0.001, 0.028, 0.031, 0.001, 0.003, 0.001, 0.004, 0.001, 0.005, 0.025, 0.002, 0.004, 0.001, 0.055, 0.003, 0.000, 0.008, 0.023, 0.007, 0.000, 0.002, 0.001, 0.002, 0.039, 0.004, 0.000]}



{"formula": "C4H10O3", "method": "ωB97M-V/def2-TZVPD", "homo_lumo_gap_ev": 9.49, "total_energy_ev": -10449.1535, "max_force_ha_per_bohr": 0.1069, "homo_energy_ha": -0.3273, "e_above_lowest_kj_mol": 394.6, "e_lumo_ev": 0.588, "smiles": "C=CC(=C)O.O.O", "species": ["H", "H", "C", "C", "O", "H", "H", "O", "H", "H", "C", "H", "H", "H", "H", "O", "C"], "xyz": [[5.343, -1.660, -0.774], [-3.156, -0.501, 0.876], [1.090, 0.586, 0.372], [-2.250, 0.469, -1.341], [-0.959, -1.110, 0.081], [-2.397, 1.390, -1.943], [-3.592, 0.720, 1.903], [-3.045, -0.051, 1.684], [-3.117, -0.230, -1.419], [0.768, -0.067, 1.376], [-1.173, 0.154, -0.693], [6.070, -0.603, 0.128], [0.180, 1.773, -1.118], [-1.659, -1.239, 0.714], [2.152, 1.109, 0.586], [5.615, -1.541, 0.168], [0.131, 0.803, -0.598]], "lowdin_charge": [0.039, -0.020, 0.009, 0.035, -0.054, 0.084, 0.069, -0.037, 0.087, 0.122, -0.373, 0.090, 0.100, 0.041, 0.094, -0.130, -0.157]}



{"formula": "C25H45GaN2O13PS2", "method": "ωB97M-V/def2-TZVPD", "homo_lumo_gap_ev": 6.05, "total_energy_ev": -139582.3410, "max_force_ha_per_bohr": 0.2169, "homo_energy_ha": -0.1485, "charge": -1, "e_lumo_ev": 2.008, "species": ["H", "H", "H", "H", "C", "H", "S", "H", "H", "S", "H", "C", "H", "O", "C", "C", "C", "H", "O", "C", "C", "Ga", "H", "H", "H", "H", "H", "C", "C", "H", "C", "H", "H", "H", "H", "P", "O", "O", "O", "H", "O", "H", "H", "C", "H", "H", "C", "N", "H", "C", "H", "C", "H", "O", "O", "H", "C", "H", "H", "N", "H", "H", "H", "H", "C", "C", "H", "C", "C", "H", "O", "H", "H", "C", "H", "C", "C", "C", "C", "H", "H", "C", "H", "O", "O", "H", "H", "O", "O"], "xyz": [[4.001, 2.363, -0.185], [4.665, -2.724, -2.046], [1.219, -1.937, -3.378], [7.554, -3.185, -1.354], [0.852, 0.891, -0.039], [-3.907, 4.231, 0.707], [-0.184, 0.395, -3.771], [4.805, -5.723, -0.689], [4.910, -4.749, 1.557], [-2.635, 1.255, 0.801], [5.741, -4.220, -2.440], [-2.077, -0.365, 0.570], [-1.106, -7.240, -2.242], [-0.803, 4.189, 0.990], [4.341, -4.629, -0.650], [-2.316, -5.537, -2.807], [-6.621, 5.388, 1.733], [-2.865, -5.663, -1.870], [-1.371, -4.489, -2.698], [-0.369, 7.458, 0.132], [-1.339, 7.543, 1.265], [0.300, -1.086, -0.523], [2.448, -2.600, -0.936], [0.680, -4.367, 0.342], [8.810, -1.047, -0.474], [7.375, 0.599, 1.383], [2.516, -5.703, 1.328], [6.477, -1.371, -0.463], [5.297, -3.585, -1.535], [2.131, 1.923, -1.655], [-1.473, -6.726, -3.137], [-3.988, 4.775, 2.401], [2.730, -4.401, 2.696], [0.962, 0.904, 1.145], [-2.174, 8.215, 1.049], [0.004, -1.348, -2.873], [-10.762, 1.116, 2.689], [-7.515, 6.217, 1.768], [-0.372, -6.164, -3.826], [-1.145, -2.207, -3.175], [-6.711, 4.133, 2.262], [4.409, -2.994, 1.087], [-0.863, 7.856, 2.201], [7.851, -0.596, -0.991], [0.002, 1.636, -0.389], [-3.025, -5.292, -3.605], [8.013, 1.217, 0.615], [-1.380, -1.567, 0.406], [7.899, -0.804, -2.166], [2.641, -4.537, 1.517], [-5.839, 2.840, 0.931], [-9.793, 0.310, 2.166], [2.822, 0.171, -1.088], [-1.792, 6.210, 1.407], [0.124, 6.135, 0.224], [-11.144, 3.122, 2.332], [1.400, -3.631, 0.944], [3.290, -4.649, -1.209], [-9.822, 2.495, 0.440], [3.155, 1.928, 0.267], [-0.852, 7.589, -0.842], [-8.526, 3.089, 1.508], [-5.219, 2.734, 2.598], [2.657, -1.739, 0.757], [-4.583, 4.499, 1.524], [4.123, -4.127, 0.911], [-1.999, -7.447, -3.769], [-9.339, 2.365, 1.414], [6.587, -3.013, -0.681], [6.319, -1.206, 0.689], [-9.774, -0.904, 2.272], [7.775, 2.355, 0.753], [2.589, 2.708, 0.688], [-10.309, 2.450, 2.548], [0.445, 8.182, 0.225], [1.894, -2.329, 0.079], [-5.571, 3.418, 1.821], [2.313, 1.175, -0.754], [-0.822, 5.404, 0.883], [-9.833, 2.762, 3.483], [6.798, -3.600, 0.321], [-0.280, -4.861, -3.429], [5.543, -0.946, -1.072], [7.712, 0.858, -0.800], [-8.847, 1.041, 1.506], [9.144, 0.994, 0.856], [0.764, -3.299, 1.898], [0.656, -4.125, -3.694], [-5.399, 5.596, 1.161]], "lowdin_charge": [0.051, 0.106, -0.073, 0.100, -0.290, 0.125, -0.108, 0.109, 0.102, 0.492, 0.102, -0.697, 0.135, 0.121, -0.211, -0.136, -0.519, 0.140, 0.022, -0.144, -0.142, 0.209, 0.043, 0.101, 0.126, 0.090, 0.104, -0.174, -0.210, 0.103, -0.146, 0.137, 0.102, 0.070, 0.137, 0.180, 0.058, 0.118, 0.062, -0.063, 0.024, 0.099, 0.134, -0.232, 0.028, 0.137, -0.121, -0.063, 0.139, -0.235, 0.136, -0.516, 0.085, 0.043, 0.069, 0.136, -0.285, 0.105, 0.139, -0.092, 0.137, 0.114, 0.136, 0.068, -0.149, -0.245, 0.133, -0.135, -0.215, 0.099, 0.129, 0.101, 0.056, -0.136, 0.135, -0.282, -0.148, -0.348, -0.506, 0.138, 0.109, -0.517, 0.123, -0.266, 0.067, 0.093, 0.105, 0.072, 0.067]}